Below is a 2-piece molecular cluster, C14H16BF2I2NO5 overall in a non-equilibrium geometry, with properties calculated with the ωB97M-V functional and the def2-TZVPD basis.

Gap between HOMO and LUMO   7.08 eV
HOMO energy   -8.971 eV
Energy   -1794.1187 Ha

The geometry in XYZ format:
```
41
Properties=species:S:1:pos:R:3:mulliken_charge:R:1
C -2.872 -1.840 -1.319 -0.749
O -1.702 -1.091 -0.995 -0.119
C -0.523 -1.896 -1.145 -0.696
C 0.791 -1.077 -0.896 -0.224
C 0.904 -0.467 0.546 -0.708
N -0.068 0.630 0.822 0.595
C -0.316 1.552 -0.180 0.070
C -1.228 2.688 0.002 -0.827
C -1.935 2.858 1.286 -0.406
C -1.648 1.856 2.328 -0.354
C -0.702 0.766 2.048 0.829
C -0.435 -0.208 3.231 -1.199
I 1.547 -0.047 4.101 0.137
C -1.353 -1.088 3.711 0.489
C -1.144 -2.054 4.907 -1.161
I -3.312 -1.190 2.762 0.104
H -3.328 -2.318 -0.408 0.203
H -3.669 -1.210 -1.803 0.237
H -2.654 -2.676 -2.051 0.304
H -0.571 -2.750 -0.401 0.303
H -0.537 -2.348 -2.183 0.484
H 1.644 -1.814 -0.994 0.458
H 0.925 -0.347 -1.733 -0.089
H 0.790 -1.328 1.269 0.500
H 1.950 -0.079 0.732 0.296
H 0.196 1.499 -1.171 0.265
H -1.406 3.443 -0.798 0.463
H -2.628 3.720 1.467 0.403
H -2.138 1.926 3.334 0.443
H -1.835 -1.733 5.740 0.305
H -1.422 -3.122 4.671 0.316
H -0.105 -2.070 5.320 0.365
B 2.342 1.849 -2.963 0.600
O 3.007 0.572 -2.630 -0.377
C 3.911 0.328 -3.579 0.547
O 4.628 -0.636 -3.605 -0.617
C 3.880 1.432 -4.577 0.580
O 4.568 1.521 -5.557 -0.584
O 2.958 2.323 -4.215 -0.476
F 2.546 2.791 -1.923 -0.340
F 0.944 1.633 -3.150 -0.369
```